(1)
Here is a molecular structure, C35H29BaBrN5O10P from the OMol25 dataset. Energies are from ωB97M-V/def2-TZVPD.

Computed properties:
Spin multiplicity: 1
Relative energy (zero: lowest compared OMol25 entry of this formula, charge and spin), kJ/mol: 25.1
HOMO, eV: -6.852

Each line ends with the Mulliken charge.
Geometry (Å):
1 H -2.3615 1.9316 3.4766  0.80
2 H -1.1938 -0.6423 -3.7485  0.52
3 O 1.3429 -1.5751 -3.6358  -0.30
4 C 0.7600 -4.3588 -0.7998  0.73
5 C -5.4544 4.7847 1.5662  -0.41
6 C 2.0033 -2.5808 -3.6733  -0.13
7 O 2.9442 -2.8194 -4.5933  -0.51
8 H -0.7148 -0.3879 6.6816  0.38
9 C -1.6227 0.2330 -3.2705  -0.55
10 C 0.0591 -0.8268 4.7171  1.39
11 Ba 0.7086 -0.8595 -0.4732  1.45
12 O 2.3452 -4.1529 1.9089  -0.82
13 C 2.2615 -2.9160 1.7316  0.03
14 C -5.2018 3.8734 0.5515  -0.17
15 H 2.9350 -6.7478 -1.7490  0.44
16 C 5.1024 2.6316 -1.2516  -0.73
17 C -1.5061 1.7671 -1.5608  -0.13
18 H 4.8278 2.5663 -0.1969  0.34
19 N 0.7545 -1.1690 2.4158  0.22
20 H 0.7423 -4.6915 1.6725  0.39
21 C 1.6814 -2.5108 4.1791  -0.92
22 O 4.9797 1.3590 -1.8959  -0.36
23 C 1.8544 -3.7007 -2.6902  0.50
24 H -4.7870 1.8232 0.0653  0.43
25 O -0.2099 -4.5240 1.4154  -0.57
26 C -5.3925 4.3839 2.8933  -0.55
27 H 5.0291 -2.6580 -2.1691  0.22
28 C 2.8250 1.1746 -4.0706  -0.69
29 C -0.7703 -0.1324 5.6301  -0.92
30 C -2.4525 3.9678 -0.1564  -0.16
31 H -4.7221 1.0931 2.4287  0.50
32 C -0.7808 2.2146 -0.3781  0.29
33 H 1.2753 -6.2633 0.0483  0.50
34 C -0.8919 0.5077 2.9112  -0.36
35 H -2.8163 4.8262 0.3930  0.50
36 O 4.0686 -0.8689 -2.3369  -0.10
37 C 1.4525 -5.5608 -0.7530  -0.29
38 H -0.9006 0.7861 1.8658  0.46
39 H 5.9866 -1.2603 -1.6301  0.32
40 C -2.6712 2.4295 -2.0034  0.66
41 O -1.0249 -3.0275 -0.0147  -0.58
42 C -1.2657 3.3620 0.2539  -0.43
43 H 4.6513 -1.8948 -0.6133  0.24
44 C -2.7704 0.8453 -3.8043  -0.86
45 H -3.2242 0.4442 -4.7005  0.44
46 O 2.5618 1.0474 -2.6698  -0.07
47 C -0.0062 -0.5087 3.3413  -0.66
48 P 3.6216 0.5111 -1.5890  0.46
49 H -5.6731 5.8143 1.3139  0.43
50 H 4.4683 3.3731 -1.7397  0.27
51 N 0.9528 -3.4601 -1.7513  0.00
52 C -1.6293 0.8316 5.1883  -0.70
53 C -5.1155 3.0604 3.1872  0.11
54 H 3.6199 0.4978 -4.3838  0.26
55 C -3.3030 1.9293 -3.1638  -0.75
56 C -1.6855 1.1554 3.8147  -0.39
57 C -0.2477 -3.9211 0.2416  -0.19
58 H -2.2719 1.3558 5.8836  0.32
59 O 0.2281 1.5382 0.0304  -0.97
60 C -3.1805 3.5055 -1.2296  -0.26
61 O 2.5992 -2.2788 0.7033  -0.45
62 C -4.9648 2.5365 0.8597  0.09
63 H -4.1967 2.4173 -3.5299  0.49
64 C 4.9943 -1.7114 -1.6335  -0.80
65 H 3.3162 -5.0310 -3.5262  0.54
66 N -4.4176 4.0778 -1.6385  -0.33
67 Br -5.0036 2.5072 5.0000  -0.16
68 C -4.9215 2.1268 2.1808  -0.29
69 H 2.3428 -3.3280 4.4277  0.49
70 H 1.0153 -2.1133 6.1662  0.43
71 N -5.3158 4.3097 -0.8137  -0.66
72 H 3.1192 2.2006 -4.2885  0.28
73 C 0.9464 -1.8517 5.1166  -0.74
74 N -1.0150 0.6686 -2.1910  0.34
75 H -0.7175 3.7508 1.1024  0.52
76 C 2.3764 -5.8219 -1.7503  -0.69
77 H 1.9028 0.9333 -4.5925  0.21
78 H -5.5569 5.0957 3.6903  0.42
79 C 1.5522 -2.1259 2.8283  0.85
80 H 6.1429 2.9330 -1.3369  0.25
81 C 2.5931 -4.8744 -2.7391  -0.23
82 H 3.0135 -2.0262 -5.1458  0.38

***

(2)
Here is a molecular structure, C35H29CrF5GeO2S4 from the OMol25 dataset. Energies are from ωB97M-V/def2-TZVPD.

Computed properties:
Total charge: +1
Spin multiplicity: 6
Relative energy (zero: lowest compared OMol25 entry of this formula, charge and spin), kJ/mol: 107.1
HOMO (spin up / spin down), eV: -9.931 / -11.138

Each line ends with the Mulliken spin population.
Geometry (Å):
1 C 0.5720 -3.3118 -3.6227  0.00
2 C 4.5094 -3.5900 -2.5067  0.00
3 O 1.5618 -0.7242 0.3324  0.00
4 C 3.9363 0.8024 0.8470  0.00
5 C -4.5847 -3.8348 1.0692  0.01
6 H 0.1193 5.1936 2.5077  0.00
7 C -1.2235 -1.8026 -3.0414  0.02
8 H 3.9270 -4.0310 -0.4806  0.00
9 H 3.5630 3.4266 0.7764  0.00
10 H 0.2130 -2.6009 -1.6417  0.05
11 C -0.8748 1.7780 4.0258  0.00
12 C -0.9115 -2.4979 -5.3337  0.00
13 C -3.8758 0.4556 2.2201  0.02
14 C -3.2636 -2.0605 -0.6327  -0.03
15 C 3.9339 -3.2936 -1.2769  -0.01
16 C -0.1248 -2.5777 -2.6733  -0.02
17 H -5.0272 -0.8356 -0.4350  0.00
18 S 0.7227 1.2955 -3.9414  0.20
19 H 4.9424 -2.8808 -4.4817  0.00
20 C -2.0038 -0.9729 2.0340  0.05
21 C -4.5411 -1.7648 -0.1545  0.01
22 C -5.2004 -2.6478 0.6895  0.00
23 H -1.1742 0.8233 4.4420  0.00
24 H 4.9393 1.1967 0.6730  0.00
25 C -1.2542 2.9591 4.6532  0.00
26 H 2.8447 -0.1453 -1.9329  -0.03
27 C -2.6629 -3.2613 -0.2566  0.04
28 H 0.7218 -3.8420 -5.6976  0.00
29 C 4.0563 -0.6816 1.2032  0.00
30 H -1.2183 -2.4639 -6.3726  0.00
31 C -2.7127 0.1133 1.5450  0.00
32 C -2.4301 -1.7128 3.1150  0.00
33 C -4.3135 -0.2522 3.3232  0.00
34 H -1.8462 2.9220 5.5597  0.00
35 C 3.3317 -1.0961 -2.0964  0.05
36 H 3.9375 1.6722 2.8114  0.00
37 O 1.0384 1.8833 0.0896  -0.07
38 C 0.1793 -3.2708 -4.9553  0.01
39 C 4.4961 -2.6455 -3.5226  0.00
40 H -1.6783 -3.5199 -0.6281  -0.02
41 C -0.1461 4.2368 2.9467  0.00
42 F -4.6053 1.4885 1.8069  0.00
43 H -2.8397 -5.0718 0.8814  0.00
44 C 3.2614 1.6104 1.9568  0.00
45 F -4.0156 -2.0439 4.8108  0.00
46 C -0.1236 1.8167 2.8610  0.03
47 C 3.9001 -1.4043 -3.3216  0.01
48 F -5.4300 0.1048 3.9497  0.00
49 H 2.3783 1.0841 2.3074  0.00
50 Cr -0.1206 0.2827 -0.6371  4.23
51 C -1.6099 -1.7654 -4.3804  0.06
52 H 4.0362 -0.8372 2.2846  0.00
53 H -3.2608 0.1162 -2.5650  0.01
54 C 2.8883 3.0342 1.5411  0.00
55 H 2.8994 3.7319 2.3809  0.00
56 H 3.3815 0.9215 -0.0817  0.01
57 H 3.8771 -0.6784 -4.1259  0.00
58 H 4.9608 -4.5611 -2.6713  0.00
59 F -1.7258 -2.7585 3.5389  0.00
60 S 1.2114 3.1798 0.8494  -0.01
61 C -0.8953 4.1862 4.1142  0.00
62 S -2.2197 1.0265 0.1270  0.04
63 H 0.1471 0.9050 2.3446  0.02
64 H -2.4546 -1.1606 -4.6937  0.00
65 H -1.2086 5.1055 4.5942  0.00
66 H -5.0973 -4.5231 1.7302  0.00
67 Ge -2.3335 -0.8043 -1.7723  0.20
68 C 0.4230 0.7023 -2.5771  0.02
69 H 4.9696 -1.1361 0.8202  0.00
70 H 1.4246 -3.9116 -3.3217  0.00
71 S 2.6941 -1.7011 0.5311  0.00
72 C -3.5941 -1.3473 3.7667  0.02
73 H -6.1951 -2.4123 1.0493  0.00
74 C 0.2466 3.0507 2.3423  0.01
75 C 3.3674 -2.0416 -1.0802  0.01
76 C -3.3171 -4.1432 0.5928  0.00
77 F -0.8489 -1.3259 1.4565  0.03

***

(3)
Here is a molecular structure, C35H29InN10O4S from the OMol25 dataset. Energies are from ωB97M-V/def2-TZVPD.

Computed properties:
Spin multiplicity: 1
Relative energy (zero: lowest compared OMol25 entry of this formula, charge and spin), kJ/mol: 79.1
HOMO, eV: -8.069

Each line ends with the Mulliken charge.
Geometry (Å):
1 C 1.6268 -1.4427 3.1148  -0.19
2 C -2.8647 1.9215 3.1390  -2.00
3 H -2.4493 -4.0328 1.3047  0.50
4 C 0.8252 3.0874 2.0261  0.56
5 O -0.2314 4.4036 -4.3840  -0.57
6 N -1.2152 -0.9235 1.2962  0.67
7 O 1.4497 3.2944 -2.8486  -0.91
8 C 2.3676 -2.3859 3.7995  -1.06
9 N 1.2350 4.3665 2.1302  -0.43
10 H -2.5339 -3.9488 -4.2627  0.34
11 C 2.8224 -2.9948 -1.2787  -0.98
12 O 1.4662 2.0476 -0.9965  -0.56
13 H 1.0121 0.0382 -2.7872  0.26
14 C -3.6976 1.1615 -0.7212  -0.94
15 N -3.4761 -2.8349 -2.6635  0.26
16 C -2.1643 -0.2882 1.9910  0.11
17 H -3.1465 1.3575 4.0290  0.42
18 H 1.0442 -0.6916 3.6374  0.42
19 H -4.2825 0.5475 -1.4075  0.46
20 H -3.5583 2.9520 -2.8581  0.27
21 C -3.4164 -2.3165 2.1868  -0.92
22 H -0.2975 -2.7068 -3.3064  0.27
23 H -4.3522 1.9435 -0.3317  0.47
24 H 2.2081 4.5732 2.0023  0.24
25 C 3.1215 -3.2793 3.0506  -0.52
26 C 3.0962 -3.2051 1.6717  -1.20
27 O -2.4605 4.3908 -4.4819  -0.66
28 C 0.8992 2.6075 -1.9682  0.83
29 N -1.2445 1.6138 -1.1500  0.59
30 C -5.7541 -2.8035 -1.8090  -0.36
31 H 2.3678 -2.4070 4.8799  0.43
32 H 3.6955 -3.8858 1.0870  0.38
33 H -5.4420 -2.2206 -0.9549  0.41
34 H 2.1665 -1.5364 -4.2553  0.44
35 H -3.5210 -1.5105 -0.9752  0.01
36 C -3.3011 -0.9564 2.4353  -0.50
37 C -2.4178 -3.2544 -3.4523  -0.54
38 H -4.5698 -4.2793 -4.6216  0.35
39 H 0.5497 5.0975 2.0408  0.23
40 S 2.0266 1.8470 1.9951  -0.53
41 C -1.3223 -2.2242 1.0650  -0.30
42 C 2.8055 -2.8134 -2.6495  -0.81
43 C 1.5169 -0.8122 -2.3441  -0.53
44 H -7.7936 -2.8521 -1.1695  0.44
45 C 2.3047 -2.2345 1.0517  0.71
46 C 2.1633 -1.7044 -3.1849  -0.88
47 C -8.8935 -4.3098 -3.1132  0.05
48 H -6.9230 -4.9270 -4.8065  0.45
49 H -4.2873 -2.8590 2.5325  0.47
50 H 3.7333 -4.0258 3.5409  0.42
51 H 0.5024 3.9662 -3.8078  0.44
52 N -2.7003 2.6280 -2.4371  -0.05
53 H 3.3342 -3.8595 -0.8783  0.32
54 C -2.5291 1.7662 -1.4143  -0.08
55 C -6.5935 -4.3328 -3.9656  -1.05
56 N -0.4877 2.9057 2.0334  -1.97
57 C -1.3154 -2.6309 -2.9634  -0.72
58 C -4.8340 -3.2031 -2.7769  1.54
59 H -2.4001 2.8572 3.4347  0.48
60 C 1.5083 -0.9787 -0.9609  0.70
61 C -7.5118 -3.9322 -3.0006  0.41
62 N -1.6503 -1.8263 -1.8962  0.28
63 C -0.5791 2.4306 -2.0370  -0.21
64 C -1.4725 3.0609 -2.8535  -0.03
65 N -0.8240 1.6168 1.8152  1.36
66 C -2.4046 -2.9717 1.5053  -0.89
67 N -9.9990 -4.6100 -3.2005  -0.50
68 In 0.5546 0.4661 0.3304  1.85
69 H -4.0707 -0.4248 2.9760  0.54
70 H 3.3022 -3.5259 -3.2956  0.38
71 C -5.2644 -3.9696 -3.8558  -0.51
72 C -1.9143 1.1429 2.2892  0.78
73 C -1.4158 4.0222 -3.9868  0.55
74 H -3.7805 2.1522 2.5868  0.28
75 N 1.5981 -1.3755 1.7874  0.28
76 H -3.3667 0.5451 0.1082  -0.35
77 C 2.1985 -2.0749 -0.4299  0.99
78 C -7.0827 -3.1637 -1.9223  -1.14
79 C -2.9337 -1.9746 -1.7463  -0.08
80 H -0.5157 -2.6722 0.4977  0.35

***

Number 1 is which compound? C35H29BaBrN5O10P

***

Look up the relative energy (zero: lowest compared OMol25 entry of this formula, charge and spin) of the first one. 25.1 kJ/mol